Model one:
35
Properties=species:S:1:pos:R:3 method="wB97M-V/def2-TZVPD" multiplicity=4 s_squared=3.792 e_homo_ev="-14.85 / -16.11" charge=+2 lumo_energy_ev="-10.32 / -10.27" gap_ev="4.5 / 5.8"
Tc 1.6255 -0.1861 0.8380
H -2.2158 -2.1941 -0.9156
H -2.3354 2.3414 -0.9030
P -0.7932 -2.1415 -0.2573
P -0.9029 2.2486 -0.3661
C 0.9070 2.6888 0.0654
H 1.0771 3.7236 -0.2256
H 0.9916 2.5534 1.1485
H 1.5934 2.0367 -0.4967
C -0.5217 2.7542 -2.1487
H -1.3646 2.4615 -2.7798
H -0.3633 3.8334 -2.2402
H 0.3668 2.2075 -2.4922
C -1.4163 3.7114 0.7327
H -1.0392 3.4537 1.7323
H -0.9573 4.6457 0.3803
H -2.5125 3.8288 0.7652
C -0.2351 -2.4766 -2.0318
H -0.1435 -3.5508 -2.2635
H -0.9990 -2.0476 -2.6989
H 0.7118 -1.9320 -2.2168
C 1.0091 -2.9245 0.2868
H 1.0496 -2.9834 1.3863
H 1.0173 -3.9439 -0.1227
H 1.8950 -2.3886 -0.1282
C -1.4636 -3.7141 0.5377
H -2.5408 -3.8083 0.4214
H -1.0335 -4.6484 0.1506
H -1.2657 -3.6374 1.6101
C 3.4458 -0.2372 1.0831
O 4.6239 -0.2235 1.2487
H 0.9263 0.0633 -0.5913
O -0.1553 0.0690 4.5894
C 0.2887 0.1566 3.5033
N 0.7300 0.2601 2.3985

***

Model two:
35
Properties=species:S:1:pos:R:3 method="wB97M-V/def2-TZVPD" multiplicity=4 s_squared=3.801 e_homo_ev="-15.00 / -15.89" charge=+2 lumo_energy_ev="-10.43 / -10.40" gap_ev="4.6 / 5.5"
Tc 1.5053 -0.2778 0.7938
H -2.1591 -2.2139 -0.8149
H -2.2777 2.5485 -0.8501
P -0.6783 -2.1241 -0.2516
P -0.9283 2.1468 -0.3694
C 0.9546 2.7162 0.0781
H 1.0704 3.7649 -0.2225
H 1.0936 2.6043 1.1577
H 1.6752 2.0802 -0.4530
C -0.5328 2.7022 -2.1555
H -1.3853 2.4113 -2.7807
H -0.3840 3.7882 -2.1759
H 0.3633 2.1678 -2.5011
C -1.4019 3.6241 0.7198
H -1.0812 3.4250 1.7445
H -0.9457 4.5362 0.3102
H -2.4946 3.7486 0.7348
C -0.2330 -2.4272 -2.0281
H -0.1481 -3.5039 -2.1739
H -1.0158 -1.9793 -2.6657
H 0.7251 -1.9198 -2.2594
C 1.0808 -2.9474 0.3207
H 1.1246 -3.0006 1.4216
H 1.0173 -3.9641 -0.0857
H 1.9753 -2.4676 -0.1281
C -1.4592 -3.6615 0.5430
H -2.5583 -3.6886 0.3650
H -0.9598 -4.5246 0.0834
H -1.2799 -3.5812 1.6251
C 3.3498 -0.2736 1.0520
O 4.5277 -0.2361 1.1773
H 0.7780 0.0914 -0.6522
O -0.1348 0.0650 4.6067
C 0.2286 0.1362 3.4870
N 0.5882 0.2346 2.3472

***

Computed stability ranking, most favorable first: model one, model two

***

Model one:
40
Properties=species:S:1:pos:R:3 method="wB97M-V/def2-TZVPD" smiles="CCOC(=O)CCc1c(C)nc(SCC(=O)O)c(C#N)c1C" multiplicity=1 e_homo_ev=-8.27 charge=0 lumo_energy_ev=-1.05 gap_ev=7.2
C -1.9871 0.9134 -2.0078
C -1.2305 0.4987 -3.1515
H -1.5041 -0.5672 -3.5688
H -1.2962 1.3004 -4.0226
O -0.0018 0.5370 -2.9932
C 0.6669 -0.5455 -2.4143
O 0.0413 -1.3816 -2.1109
C 2.0727 -0.6876 -2.2167
H 2.4331 -1.6932 -2.0552
H 2.6019 -0.2142 -3.0037
C 2.6260 0.1428 -0.9969
C 1.3544 0.2529 -0.0978
C 0.8088 -0.6663 0.7976
N 0.0395 -0.8051 1.6851
C -0.8857 0.2952 1.7170
C -0.3923 1.6189 1.0568
C 0.5373 1.6760 0.2517
C 0.9483 2.8637 -0.5769
H 0.1533 3.4024 -0.2845
H 0.9972 2.5958 -1.6315
H 1.8368 3.1134 -0.4054
C -1.1191 2.6657 1.1744
N -1.9095 3.4859 1.3425
S -1.9757 0.3456 2.8730
C -2.4942 -1.7620 2.9894
H -2.2407 -2.0393 2.2129
H -3.5429 -1.4603 3.4162
C -1.4515 -2.2659 4.2016
O -1.8542 -2.4055 5.2015
O -0.1936 -2.1065 3.9469
H -0.0227 -1.8496 2.9782
C 1.6227 -2.0931 0.6659
H 1.3779 -2.6595 -0.0752
H 2.7177 -1.8194 0.6073
H 1.5121 -2.5784 1.6196
H 2.8362 1.1217 -1.2591
H 3.2427 -0.1889 -0.4945
H -2.8583 1.0334 -2.2887
H -1.8889 0.1044 -1.3291
H -1.5779 1.8222 -1.7533

***

Model two:
40
Properties=species:S:1:pos:R:3 method="wB97M-V/def2-TZVPD" smiles="CNC(=O)c1c(NC(=O)C2=COCCO2)sc2c1CCCC2" multiplicity=1 e_homo_ev=-7.66 charge=0 lumo_energy_ev=0.72 gap_ev=8.4
C -3.3240 -1.9112 -2.8104
N -2.4814 -0.7824 -2.5065
C -1.4734 -0.8550 -1.6079
O -1.2312 -1.9017 -1.0087
C -0.7107 0.3779 -1.3645
C 0.0620 0.4653 -0.2215
N 0.2241 -0.5220 0.7086
C 0.9864 -0.3397 1.8156
O 1.5537 0.7196 2.0450
C 1.0653 -1.5097 2.7009
C 1.8404 -1.5039 3.7977
O 1.9246 -2.5253 4.6820
C 0.9413 -3.5189 4.4714
H 1.2775 -4.4131 4.9978
C 0.7672 -3.7824 2.9722
H 0.0109 -4.5461 2.7891
O 0.3268 -2.6138 2.3217
H 1.7304 -4.1036 2.5532
H -0.0160 -3.1806 4.8875
H 2.4538 -0.6547 4.0474
H -0.2321 -1.4118 0.4778
S 0.8385 1.9889 -0.0254
C 0.1615 2.5218 -1.5404
C -0.6209 1.5834 -2.1370
C -1.2359 1.8380 -3.4847
C -0.5387 3.0044 -4.1868
C -0.4482 4.2049 -3.2511
C 0.4816 3.8725 -2.0855
H 0.3950 4.6220 -1.2959
H 1.5215 3.8838 -2.4282
H -0.0739 5.0784 -3.7868
H -1.4439 4.4420 -2.8709
H 0.4681 2.7019 -4.4804
H -1.0911 3.2667 -5.0912
H -1.1563 0.9433 -4.1074
H -2.2972 2.0907 -3.3689
H -2.7297 0.1060 -2.9038
H -4.3528 -1.7281 -2.4923
H -2.9286 -2.7698 -2.2701
H -3.3128 -2.1190 -3.8821

***

Computed stability ranking, most favorable first: model two, model one

***

Model one:
7
Properties=species:S:1:pos:R:3 method="wB97M-V/def2-TZVPD" multiplicity=1 e_homo_ev=-9.39 charge=0 lumo_energy_ev=-0.01 gap_ev=9.4
O 0.0185 1.4426 0.3629
O -0.3284 -1.0032 0.8851
P 0.3871 -0.0209 -0.1102
S 2.2855 -0.3230 -0.2736
H -0.9106 1.7920 0.5752
H -0.6649 -1.6145 0.1956
H -0.7872 -0.2730 -1.6351

***

Model two:
7
Properties=species:S:1:pos:R:3 method="wB97M-V/def2-TZVPD" multiplicity=1 e_homo_ev="-9.63 / -8.91" charge=0 lumo_energy_ev="-1.45 / -1.28" gap_ev="8.2 / 7.6"
O -0.3359 -0.9634 -0.7722
O 0.1199 1.5434 -0.4148
P 0.5032 0.0802 0.1002
S 2.4635 0.0193 0.3195
H -0.5302 -1.8872 -0.4978
H -0.8434 1.4065 -0.3420
H -1.3771 -0.1989 1.6071

***

Computed stability ranking, most favorable first: model one, model two

***

Model one:
65
Properties=species:S:1:pos:R:3 method="wB97M-V/def2-TZVPD" smiles=CCn1ncc(CN2CCN(Cc3ccc(OC)c(C)c3C)[C@H](CCO)C2)c1C multiplicity=1 e_homo_ev=-7.65 charge=0 lumo_energy_ev=0.76 gap_ev=8.4
C 4.3816 2.8600 0.5801
H 5.2276 2.8287 1.2613
H 3.8069 3.7624 0.7778
H 4.7523 2.9041 -0.4407
C 3.5166 1.6144 0.7615
N 2.4118 1.6086 -0.1583
C 1.1600 2.0819 0.0403
C 0.4837 1.9288 -1.1607
C 1.4324 1.3472 -2.0175
N 2.5850 1.1668 -1.4029
H 1.3185 1.0693 -3.0472
C -0.9482 2.2395 -1.4702
N -1.8687 1.1172 -1.3130
C -1.8695 0.5912 0.0422
C -2.9782 -0.4590 0.1896
N -2.8374 -1.5504 -0.7609
C -2.6535 -1.0565 -2.1097
C -1.5916 0.0408 -2.2493
H -0.5907 -0.3855 -2.0809
H -1.6296 0.4474 -3.2644
H -3.6155 -0.6521 -2.4423
H -2.4010 -1.8937 -2.7629
C -2.0136 -2.6779 -0.3524
C -0.5270 -2.4373 -0.1668
C 0.2757 -2.5148 -1.2973
C 1.6289 -2.2432 -1.2611
C 2.2262 -1.8971 -0.0582
C 1.4480 -1.8456 1.1058
C 0.0798 -2.1239 1.0559
C -0.6810 -2.0805 2.3516
H -0.7986 -1.0515 2.6931
H -1.6676 -2.5218 2.2620
H -0.1385 -2.6263 3.1214
C 2.1103 -1.4973 2.4081
H 2.1032 -2.3533 3.0832
H 1.5903 -0.6779 2.9028
H 3.1419 -1.2108 2.2329
O 3.5598 -1.6263 0.0790
C 4.3470 -1.5521 -1.0882
H 3.9780 -0.7653 -1.7541
H 5.3518 -1.3027 -0.7478
H 4.3789 -2.5115 -1.6140
H 2.2022 -2.3029 -2.1716
H -0.1689 -2.7985 -2.2410
H -2.4632 -3.0741 0.5614
H -2.1399 -3.4412 -1.1274
C -4.3675 0.1796 0.0194
H -4.3563 0.8196 -0.8646
H -5.0898 -0.6222 -0.1400
C -4.8178 1.0083 1.2227
H -5.8960 1.2123 1.1308
O -4.1208 2.2241 1.3730
H -4.1447 2.6854 0.5263
H -4.6534 0.4608 2.1542
H -2.9245 -0.8845 1.1950
H -0.8990 0.1343 0.2937
H -2.0593 1.4096 0.7377
H -1.3038 3.0421 -0.8158
H -1.0307 2.5805 -2.5072
C 0.7162 2.6408 1.3439
H 0.6867 1.8628 2.1077
H 1.3907 3.4270 1.6823
H -0.2818 3.0588 1.2479
H 3.1256 1.5630 1.7796
H 4.1097 0.7201 0.5643

***

Model two:
65
Properties=species:S:1:pos:R:3 method="wB97M-V/def2-TZVPD" smiles=CCn1cc(CN2CCN(Cc3ccc(OC)c(C)c3C)[C@@H](CCO)C2)c(C)n1 multiplicity=1 e_homo_ev=-8.27 charge=0 lumo_energy_ev=0.80 gap_ev=9.1
C 2.1486 2.2460 -7.0237
H 3.1745 1.9306 -7.1956
H 1.9159 3.0668 -7.6964
H 1.4867 1.4122 -7.2461
C 1.9773 2.6927 -5.5733
N 2.3033 1.6353 -4.6562
C 1.5346 0.5894 -4.2973
C 2.2849 -0.1956 -3.4467
C 3.5239 0.4747 -3.3552
N 3.5095 1.5695 -4.0979
C 4.7254 0.0863 -2.5679
H 5.1071 -0.8779 -2.9029
H 4.4800 0.0082 -1.5092
H 5.4977 0.8386 -2.6998
C 1.8528 -1.4498 -2.7642
N 0.6965 -1.2009 -1.9168
C 1.0123 -0.3244 -0.8049
C -0.2735 0.0231 -0.0522
N -1.0167 -1.1448 0.4042
C -1.2093 -2.1026 -0.6824
C 0.1040 -2.4233 -1.4154
H 0.7908 -2.9572 -0.7294
H -0.1068 -3.0854 -2.2589
C -2.2587 -1.6000 -1.6849
H -2.4197 -2.3821 -2.4286
H -1.8785 -0.7188 -2.1997
C -3.5992 -1.2733 -1.0220
O -3.5539 -0.1325 -0.2089
H -2.7871 -0.2475 0.3782
H -3.9353 -2.1461 -0.4377
H -4.3520 -1.0703 -1.7894
H -1.5891 -3.0314 -0.2366
C -0.4533 -1.7302 1.6203
C -0.6554 -0.8131 2.8005
C 0.4445 -0.1573 3.3295
C 0.3294 0.7080 4.4015
C -0.9160 0.9368 4.9672
C -2.0437 0.2848 4.4485
C -1.9135 -0.5893 3.3701
C -3.1468 -1.2715 2.8593
H -3.8464 -0.5380 2.4610
H -2.9197 -1.9817 2.0736
H -3.6475 -1.7989 3.6706
C -3.3880 0.5399 5.0622
H -3.3047 1.2867 5.8447
H -4.0905 0.8929 4.3088
H -3.7926 -0.3747 5.4948
O -1.1294 1.7759 6.0275
C -0.0317 2.4599 6.5741
H 0.4412 3.1195 5.8388
H 0.7165 1.7685 6.9764
H -0.4358 3.0618 7.3871
H 1.2145 1.1931 4.7807
H 1.4229 -0.3253 2.9010
H -0.9519 -2.6872 1.7994
H 0.6223 -1.9410 1.5214
H -0.9200 0.5969 -0.7197
H -0.0445 0.6431 0.8168
H 1.7450 -0.7959 -0.1211
H 1.4601 0.5915 -1.1963
H 1.5537 -2.1899 -3.5144
H 2.6981 -1.8698 -2.1893
H 0.5273 0.4757 -4.6426
H 0.9459 3.0103 -5.3944
H 2.6528 3.5225 -5.3549

***

Computed stability ranking, most favorable first: model two, model one

***

Model one:
14
Properties=species:S:1:pos:R:3 method="wB97M-V/def2-TZVPD" smiles="C=c1ccc(=C)[pH]1" multiplicity=1 e_homo_ev=-8.45 charge=0 lumo_energy_ev=0.43 gap_ev=8.9
C 0.7648 1.0067 -0.5149
C 0.9531 -0.3054 -0.7661
C -0.3291 1.2166 0.4381
C -0.0324 -1.2601 -0.2565
C -0.4360 2.1755 1.3852
C 0.1463 -2.5827 -0.3592
P -1.5300 -0.4182 0.3794
H 1.3900 1.7519 -0.9355
H 1.7370 -0.6811 -1.4114
H -1.3282 2.3838 2.0577
H 0.3308 3.0620 1.5174
H -0.5074 -3.4086 0.0693
H 1.1142 -2.9952 -0.7615
H -2.2732 0.0547 -0.8419

***

Model two:
14
Properties=species:S:1:pos:R:3 method="wB97M-V/def2-TZVPD" smiles="C=C[C@@H]1C=CC=P1" multiplicity=1 e_homo_ev=-8.39 charge=0 lumo_energy_ev=0.10 gap_ev=8.5
C -0.4983 -0.8778 0.1267
C -1.7782 -1.1262 -0.1921
C -0.1813 0.5662 0.3741
C -2.5984 0.0390 -0.2648
C 2.2620 0.7015 0.0786
C 1.0605 1.0290 -0.3640
P -1.7966 1.4795 0.0934
H 0.2664 -1.6262 0.2297
H -2.1875 -2.1072 -0.3722
H 0.0125 0.6834 1.4520
H -3.6451 0.0030 -0.5192
H 3.1644 0.9174 -0.4695
H 2.3963 0.1879 1.0191
H 0.9191 1.5050 -1.3223

***

Computed stability ranking, most favorable first: model two, model one

***

Model one:
73
Properties=species:S:1:pos:R:3 method="wB97M-V/def2-TZVPD" multiplicity=6 s_squared=8.775 e_homo_ev="-10.02 / -14.92" charge=+2 lumo_energy_ev="-4.82 / -7.28" gap_ev="5.2 / 7.6"
C 1.9052 -1.1731 -1.2246
N 1.2349 -1.6758 -0.1211
C 1.7277 -2.7609 0.5235
C 2.9033 -3.3942 0.1328
C 3.5958 -2.9054 -0.9770
C 3.0715 -1.8371 -1.6751
Co -0.2048 -0.7765 0.7696
C 0.9636 -3.2865 1.7085
N 0.1696 -2.2051 2.3723
C 0.9465 -1.6049 3.4993
C 2.2849 -1.0156 3.0959
C 1.4580 -0.0513 -1.9630
P 0.2005 1.1251 -1.6412
C -0.9123 1.1712 -3.1092
C -0.4025 2.1614 -4.1646
C 0.8646 2.7582 -1.1080
C -0.2749 3.7659 -0.8502
C 1.6699 2.5524 0.1839
C 1.8357 3.3269 -2.1573
C -0.9848 -0.2194 -3.7637
C -2.3189 1.5801 -2.6519
C -1.0962 -2.7791 2.9429
C -2.1790 -2.8890 1.9034
H 3.2326 -4.2607 0.7011
H 4.5174 -3.3865 -1.2965
H 3.5098 -1.4663 -2.6003
H 2.0196 0.1080 -2.8937
H 2.0650 3.5216 0.5199
H 1.0592 2.1464 1.0015
H 2.5280 1.8893 0.0211
H 2.2954 4.2318 -1.7352
H 2.6417 2.6177 -2.3842
H 1.3409 3.6291 -3.0870
H 0.1479 4.6390 -0.3308
H -0.7248 4.1427 -1.7809
H -1.0689 3.3546 -0.2114
H -1.0453 2.0782 -5.0524
H -0.4567 3.2059 -3.8325
H 0.6209 1.9226 -4.4851
H -0.0423 -0.4855 -4.2576
H -1.2348 -0.9951 -3.0300
H -1.7792 -0.2055 -4.5234
H -2.3659 2.6175 -2.2989
H -2.9945 1.4919 -3.5131
H -2.6742 0.9028 -1.8648
H 0.2999 -4.0888 1.3603
H 1.6538 -3.7412 2.4405
H 0.3101 -0.8264 3.9363
H 1.0898 -2.3770 4.2741
H -1.4240 -2.1303 3.7584
H -0.8596 -3.7732 3.3623
H -3.0978 -3.2080 2.4075
H -2.3821 -1.9201 1.4199
H -1.9338 -3.6284 1.1262
H 2.9020 -0.8870 3.9932
H 2.8481 -1.6602 2.4138
H 2.1810 -0.0269 2.6295
H -0.6160 0.7344 -0.5379
C -3.4759 -1.7798 -0.8838
H -3.3966 -2.7739 -0.4166
H -3.9192 -1.8718 -1.8863
H -4.1432 -1.1767 -0.2520
O -2.2128 -1.0845 -0.9523
H -1.5039 -1.6731 -1.2828
C -0.1773 1.7983 3.6683
C -1.2409 1.4580 2.6838
N -2.3950 2.1180 2.7731
O -1.1509 0.5855 1.7710
H -0.3221 2.8109 4.0659
H 0.8127 1.7474 3.2024
H -0.2132 1.0976 4.5121
H -3.1488 1.8997 2.1264
H -2.5341 2.8106 3.4955

***

Model two:
73
Properties=species:S:1:pos:R:3 method="wB97M-V/def2-TZVPD" multiplicity=6 s_squared=8.787 e_homo_ev="-9.87 / -13.70" charge=+2 lumo_energy_ev="-5.11 / -8.14" gap_ev="4.8 / 5.6"
C 1.8694 -1.1447 -1.0368
N 1.2734 -1.6230 0.0711
C 1.7080 -2.7694 0.6187
C 2.8333 -3.4258 0.1299
C 3.5385 -2.8948 -0.9533
C 3.0347 -1.7462 -1.5663
Co -0.4621 -0.9227 0.7919
C 0.9167 -3.3078 1.7742
N 0.1792 -2.2366 2.5080
C 0.9846 -1.6246 3.5849
C 2.2685 -0.9935 3.0996
C 1.0057 -0.3749 -1.9962
P 0.0742 1.2349 -1.7615
C -1.0426 1.2694 -3.2162
C -0.5238 2.3027 -4.2205
C 0.8781 2.7187 -1.1601
C -0.2044 3.7747 -0.9203
C 1.6171 2.4115 0.1458
C 1.9045 3.2032 -2.1828
C -1.1604 -0.0917 -3.9374
C -2.4343 1.6727 -2.7029
C -1.0991 -2.7648 3.1071
C -2.1971 -3.1065 2.1107
H 3.1067 -4.3455 0.6318
H 4.4192 -3.4110 -1.3530
H 3.4271 -1.4052 -2.5302
H 1.5349 -0.4316 -2.9590
H 2.0825 3.3449 0.4852
H 0.9500 2.0588 0.9436
H 2.4111 1.6721 -0.0125
H 2.4010 4.0696 -1.7339
H 2.6517 2.4261 -2.3830
H 1.4452 3.5212 -3.1214
H 0.2827 4.6506 -0.4839
H -0.6915 4.1068 -1.8445
H -0.9800 3.4392 -0.2191
H -1.1741 2.2607 -5.1032
H -0.5758 3.3277 -3.8313
H 0.5008 2.0840 -4.5513
H -0.2121 -0.3913 -4.4028
H -1.5170 -0.8987 -3.2820
H -1.9042 0.0310 -4.7339
H -2.4361 2.6749 -2.2566
H -3.1129 1.6887 -3.5636
H -2.8319 0.9548 -1.9706
H 0.2065 -4.0397 1.3646
H 1.5498 -3.8449 2.4931
H 0.3404 -0.8878 4.0889
H 1.2015 -2.4183 4.3114
H -1.4843 -1.9770 3.7799
H -0.8608 -3.6542 3.7315
H -2.9580 -3.6954 2.6443
H -2.6808 -2.1877 1.7566
H -1.8420 -3.6793 1.2460
H 2.8637 -0.7251 3.9788
H 2.8803 -1.6833 2.4981
H 2.0773 -0.0724 2.5277
H -0.8338 0.9562 -0.7166
C -2.8198 -1.6282 -0.8615
H -3.2294 -2.6510 -0.6674
H -2.9135 -1.4044 -1.9588
H -3.4908 -0.9241 -0.3054
O -1.4729 -1.7212 -0.4113
H 0.0968 -0.9647 -2.2235
C -0.2683 1.8132 3.6721
C -1.3567 1.4449 2.7277
N -2.5264 2.0730 2.8563
O -1.2399 0.5763 1.7988
H -0.3353 2.8854 3.9187
H 0.7124 1.5971 3.2285
H -0.3859 1.2466 4.6138
H -3.3332 1.8433 2.2768
H -2.6367 2.7341 3.6186

***

Computed stability ranking, most favorable first: model one, model two